Record 1
Formula: C4H9NO5
Source: OMol25
Level of theory: ωB97M-V with the def2-TZVPD basis set

Calculated values
HOMO level (spin up / spin down) (eV): -10.142 / -10.173
Energy (Eh): -588.4968
LUMO (spin up / spin down) (eV): -2.31 / -2.80
Largest force on an atom (Eh/bohr): 0.11926
Frontier orbital gap (spin up / spin down) (Eh): 0.2880 / 0.2708

Last column: Löwdin charge in e.
CARTESIAN COORDINATES (ANGSTROEM)
C1 -0.8109 0.9203 2.0035  0.01
C2 -0.2646 0.6306 0.5908  -0.55
O1 0.4675 1.7763 0.2193  -0.10
C3 1.1610 1.4595 -0.9347  -0.24
C4 1.5185 2.7214 -1.6595  -0.26
O2 2.3172 2.3910 -2.7519  -0.06
O3 -1.0421 0.1802 -0.3816  0.12
O4 -1.8736 -3.5652 1.1813  0.03
N1 -1.2076 -3.6450 0.0780  -0.07
O5 -0.2344 -4.4164 -0.2100  0.04
H1 -1.7222 1.5222 1.9305  0.09
H2 -1.0609 -0.0148 2.4855  0.08
H3 -0.1058 1.4818 2.6295  0.10
H4 0.6584 0.0832 0.9435  0.19
H5 2.0496 0.8778 -0.6660  0.14
H6 0.4921 0.8342 -1.5220  0.12
H7 0.6006 3.2202 -2.0074  0.13
H8 2.0843 3.3224 -0.9281  0.13
H9 2.3921 3.2068 -3.2777  0.10

=====

Record 2
Formula: CH6N3PS
Source: OMol25
Level of theory: ωB97M-V with the def2-TZVPD basis set

Calculated values
HOMO level (eV): -8.842
Energy (Eh): -945.4802
LUMO (eV): 0.17
Largest force on an atom (Eh/bohr): 0.12795
SMILES string: C=NP(N)(N)=S
Frontier orbital gap (Eh): 0.3313

Last column: Löwdin charge in e.
CARTESIAN COORDINATES (ANGSTROEM)
C1 -0.5910 2.0973 0.1113  -0.04
N1 0.4050 1.5129 -0.4234  -0.18
P1 1.0684 -0.0195 -0.1632  0.22
N2 -0.4147 -1.1162 1.0073  -0.11
N3 0.7850 -0.5925 -1.7190  -0.16
S1 2.8825 -0.0583 0.5216  0.16
H1 -0.5692 3.1337 0.0111  0.06
H2 -1.3778 1.6252 0.5305  0.03
H3 -0.0728 -1.3141 1.8712  -0.09
H4 -0.4710 -2.0384 0.4594  0.01
H5 1.4126 -1.0256 -2.3406  0.02
H6 0.1133 -0.1144 -2.3599  0.07

=====

Record 3
Formula: C10H4F3N3O5
Source: OMol25
Level of theory: ωB97M-V with the def2-TZVPD basis set

Calculated values
HOMO level (eV): -10.348
Energy (Eh): -1223.2124
LUMO (eV): -1.46
Largest force on an atom (Eh/bohr): 0.13968
SMILES string: O=[N+]([O-])c1ccc(-c2noc(C(F)(F)F)c2[N+](=O)[O-])cc1
Frontier orbital gap (Eh): 0.3265

Last column: Löwdin charge in e.
CARTESIAN COORDINATES (ANGSTROEM)
O1 -1.4214 -2.7592 -4.6326  0.05
N1 -0.2987 -2.2092 -4.3223  -0.30
O2 0.6565 -2.0695 -5.0941  0.09
C1 -0.1430 -1.7066 -2.9848  -0.18
C2 0.9650 -1.9706 -2.2573  0.04
C3 1.0766 -1.4384 -0.8978  0.02
C4 0.1342 -0.6001 -0.3417  -0.15
C5 0.4818 -0.0188 0.9322  -0.12
N2 1.6967 -0.0955 1.5551  0.18
O3 1.7682 0.7046 2.7788  0.11
C6 0.6988 1.3222 2.8219  -0.09
C7 0.5359 2.4786 3.9280  -0.51
F1 -0.6885 2.4110 4.4429  0.17
F2 1.4044 2.3695 4.8920  0.20
F3 0.7507 3.7464 3.4033  0.12
C8 -0.1816 0.9816 1.6816  -0.07
N3 -1.3761 1.5734 1.4358  -0.42
O4 -1.4351 2.4837 0.6394  0.14
O5 -2.2645 1.0418 1.9951  0.16
C9 -1.0165 -0.4333 -1.1647  0.01
C10 -1.2221 -1.0138 -2.4228  0.03
H1 1.8856 -2.4905 -2.5878  0.14
H2 1.9914 -1.7656 -0.3643  0.13
H3 -1.8556 0.1131 -0.6371  0.13
H4 -2.1427 -0.6549 -2.7991  0.12

=====

Record 4
Formula: C2H4INS
Source: OMol25
Level of theory: ωB97M-V with the def2-TZVPD basis set

Calculated values
HOMO level (eV): -8.327
Energy (Eh): -829.1172
LUMO (eV): -0.96
Largest force on an atom (Eh/bohr): 0.07035
Frontier orbital gap (Eh): 0.2707

Last column: Löwdin charge in e.
CARTESIAN COORDINATES (ANGSTROEM)
C1 -0.6343 0.3464 -0.2777  -0.49
C2 -0.9347 -0.6345 0.5858  -0.05
N1 0.2892 1.2596 0.0125  -0.39
S1 1.7876 -1.7302 -0.6679  -0.25
I1 2.1970 0.3197 0.2724  0.90
H1 -0.8523 0.4070 -1.3522  0.11
H2 -1.6614 -1.4025 0.5905  0.05
H3 -0.5912 -0.5161 1.5924  0.05
H4 0.4002 1.9506 -0.7559  0.06

=====

Record 5
Formula: C5H7NOS
Source: OMol25
Level of theory: ωB97M-V with the def2-TZVPD basis set

Calculated values
HOMO level (eV): -7.516
Energy (Eh): -722.8112
LUMO (eV): 0.83
Largest force on an atom (Eh/bohr): 0.12013
SMILES string: COc1cc[nH]c1S
Frontier orbital gap (Eh): 0.3066

Last column: Löwdin charge in e.
CARTESIAN COORDINATES (ANGSTROEM)
C1 2.6740 -0.8266 0.1316  -0.19
O1 1.3851 -0.8783 -0.1636  -0.14
C2 0.5726 0.2121 -0.0749  -0.33
C3 0.8294 1.5629 0.0011  -0.06
C4 -0.3390 2.2334 -0.0557  -0.10
N1 -1.3386 1.2396 0.0574  0.01
C5 -0.7456 -0.0289 -0.0344  -0.66
S1 -1.6885 -1.4324 0.0599  0.84
H1 3.0963 -0.5479 1.2789  0.14
H2 3.2208 0.0071 -0.5848  0.12
H3 3.1069 -1.8216 -0.2503  0.10
H4 1.6249 2.2441 0.0779  0.10
H5 -0.8179 3.2071 0.1771  0.13
H6 -2.2724 1.3876 -0.1356  0.10
H7 -0.6023 -2.1259 -0.4222  -0.08

=====

Record 6
Formula: C10H20Br10
Source: OMol25
Level of theory: ωB97M-V with the def2-TZVPD basis set

Calculated values
HOMO level (eV): -10.124
Energy (Eh): -26133.1418
LUMO (eV): 0.24
Largest force on an atom (Eh/bohr): 0.05905
SMILES string: BrCCBr.BrCCBr.BrCCBr.BrCCBr.BrCCBr
Frontier orbital gap (Eh): 0.3808

Last column: Löwdin charge in e.
CARTESIAN COORDINATES (ANGSTROEM)
Br1 -18.2060 3.3998 -13.4521  0.66
C1 -20.0209 3.5484 -13.9720  -0.78
C2 -20.8810 2.7187 -13.1015  -0.78
Br2 -22.6834 2.9830 -13.6189  0.68
H1 -20.0900 3.1343 -14.9714  0.05
H2 -20.1646 4.6286 -14.1189  0.06
H3 -20.6946 2.9252 -12.0249  0.07
H4 -20.6612 1.6948 -13.3354  0.00
Br3 -15.8128 2.9554 -10.3990  0.67
C3 -13.9203 2.5881 -10.4995  -0.68
C4 -13.3045 3.8946 -11.0344  -0.74
Br4 -11.4116 3.6715 -11.1018  0.65
H5 -13.8054 1.6854 -11.1147  0.07
H6 -13.5496 2.3326 -9.5655  0.02
H7 -13.4272 4.8105 -10.4510  0.05
H8 -13.5475 4.0947 -12.0743  0.05
Br5 -17.9866 -1.3082 -5.7954  0.65
C5 -18.8093 -0.5612 -7.3947  -0.68
C6 -18.8613 0.9157 -7.2027  -0.68
Br6 -19.6859 1.8505 -8.7336  0.66
H9 -19.7943 -1.0241 -7.2763  0.05
H10 -18.3190 -0.9247 -8.3157  0.04
H11 -17.9753 1.4554 -6.9400  0.05
H12 -19.5503 1.0725 -6.3911  0.04
Br7 -19.1385 -5.3148 -13.9609  0.65
C7 -17.5097 -4.8764 -14.8071  -0.76
C8 -17.2231 -3.3310 -14.8688  -0.74
Br8 -15.4470 -3.0613 -15.5259  0.61
H13 -17.5228 -5.2515 -15.8286  0.05
H14 -16.6944 -5.3384 -14.3034  0.03
H15 -17.2484 -2.7879 -13.8903  -0.05
H16 -17.8560 -2.7574 -15.6115  0.07
Br9 -15.6535 -1.6276 -12.1621  0.62
C9 -16.8202 -1.0302 -10.6316  -0.63
C10 -17.7835 0.0120 -11.1054  -0.73
Br10 -19.1615 -0.7209 -12.3236  0.63
H17 -16.0465 -0.5143 -10.0043  0.06
H18 -17.1996 -2.0238 -10.2362  0.08
H19 -17.1245 0.6286 -11.7649  0.01
H20 -18.1731 0.5559 -10.2947  -0.07

=====

- Look up the largest force on an atom of the fourth one.
  0.07035 Eh/bohr